Below is a molecular structure, C44H40Cl5NO2P2RhS, with properties calculated with ωB97M-V/def2-TZVPD.

Output
net charge: +1
relative energy (zero: lowest compared OMol25 entry of this formula, charge and spin): 1.541 eV
strongest force on any atom: 1.84 eV/Å
highest occupied orbital energy (alpha / beta): -10.402 / -10.403 eV

Atoms and positions in Å:
Rh  -1.5640  -0.1891  1.3758
Cl  -2.0700  3.3531  2.4718
C  -3.3506  2.1905  2.4600
C  -3.0310  0.8479  2.2971
C  -4.0607  -0.0566  2.4665
Cl  -3.6143  -1.7597  2.4754
C  -5.3798  0.3144  2.6793
Cl  -6.6085  -0.8698  2.8476
C  -5.6832  1.6751  2.7598
Cl  -7.3045  2.1804  2.9945
C  -4.6561  2.6232  2.6768
Cl  -5.0161  4.2892  2.8390
C  2.6114  -2.0799  -4.8161
S  3.8716  -2.2111  -3.5264
C  3.0871  -3.4072  -2.4025
C  2.5996  -2.7873  -1.0938
C  1.6873  -1.5851  -1.3344
N  0.8319  -1.3223  -0.1949
P  0.9476  -0.0523  0.8665
C  2.7498  0.2743  0.6638
C  3.6432  -0.6091  1.2714
C  5.0129  -0.4273  1.1744
C  5.5167  0.6351  0.4390
C  4.6410  1.5109  -0.1832
C  3.2706  1.3408  -0.0598
C  0.7204  -0.4480  2.6000
C  0.1138  0.5207  3.4280
C  -0.1229  0.2097  4.7605
C  0.2546  -1.0194  5.2755
C  0.8641  -1.9641  4.4614
C  1.0877  -1.6934  3.1227
P  -0.7973  -1.8989  0.0146
C  -0.7141  -3.6470  0.4591
C  -0.4231  -4.6157  -0.5003
C  -0.2845  -5.9375  -0.1173
C  -0.4476  -6.2969  1.2151
C  -0.7555  -5.3365  2.1667
C  -0.8888  -4.0079  1.7911
C  -1.5240  -1.8384  -1.6327
C  -1.1974  -0.8538  -2.5619
C  -1.9236  -0.7391  -3.7295
C  -3.0020  -1.5851  -3.9735
C  -3.3433  -2.5535  -3.0474
C  -2.6049  -2.6850  -1.8776
H  3.0056  -1.3979  -5.5670
H  1.6729  -1.6766  -4.4372
H  2.4386  -3.0480  -5.2825
H  3.8134  -4.1931  -2.1944
H  2.2606  -3.8759  -2.9411
H  3.4521  -2.4793  -0.4834
H  2.0601  -3.5491  -0.5265
H  1.0420  -1.7629  -2.1946
H  2.2773  -0.6951  -1.5608
H  3.2776  -1.4514  1.8381
H  5.6849  -1.1147  1.6698
H  6.5845  0.7794  0.3515
H  5.0238  2.3380  -0.7658
H  2.6110  2.0449  -0.5523
H  -0.1342  1.5035  3.0512
H  -0.5986  0.9458  5.3941
H  0.0768  -1.2467  6.3175
H  1.1588  -2.9206  4.8722
H  1.5164  -2.4485  2.4780
H  -0.3115  -4.3334  -1.5394
H  -0.0561  -6.6918  -0.8579
H  -0.3441  -7.3330  1.5079
H  -0.9004  -5.6234  3.1994
H  -1.1440  -3.2514  2.5234
H  -0.3739  -0.1736  -2.3675
H  -1.6590  0.0188  -4.4546
H  -3.5750  -1.4804  -4.8843
H  -4.1819  -3.2121  -3.2263
H  -2.8825  -3.4446  -1.1582
C  0.1745  7.3646  -2.1245
C  -0.0107  5.9847  -1.5746
C  -0.8406  5.0667  -2.1999
C  -1.0293  3.7890  -1.6999
C  -1.9733  2.8770  -2.4238
C  -0.3241  3.4035  -0.5380
C  0.5231  4.3282  0.1253
C  1.2387  4.0625  1.4248
C  0.6468  5.5976  -0.4143
C  -0.5311  2.0553  -0.0041
O  -1.5758  1.4238  -0.0675
O  0.5511  1.5445  0.6056
H  -0.5031  7.5603  -2.9525
H  1.1967  7.4968  -2.4823
H  -0.0003  8.1123  -1.3510
H  -1.3679  5.3568  -3.0998
H  -2.2053  3.2907  -3.4041
H  -2.9028  2.7529  -1.8690
H  -1.5512  1.8852  -2.5566
H  0.5781  3.6242  2.1726
H  1.6182  5.0021  1.8212
H  2.0806  3.3853  1.3021
H  1.2687  6.3206  0.0992

---

Below is a molecular structure, C44H40ClIrN3P2S6, with properties calculated with ωB97M-V/def2-TZVPD.

Output
2S+1: 2
net charge: +2
relative energy (zero: lowest compared OMol25 entry of this formula, charge and spin): 0.382 eV
strongest force on any atom: 0.58 eV/Å
highest occupied orbital energy (alpha / beta): -12.675 / -12.673 eV

Atoms and positions in Å:
Ir  1.2776  0.2940  -0.0931
C  -1.5248  -0.6565  -2.0173
N  -2.4155  -0.3580  -0.9278
C  -2.2363  0.8769  -0.2137
P  -0.5554  1.6436  -0.1392
C  -0.5079  2.6737  -1.6461
C  -1.1352  3.9220  -1.6674
C  -1.1343  4.6827  -2.8255
C  -0.5007  4.2164  -3.9710
C  0.1321  2.9832  -3.9546
C  0.1290  2.2150  -2.7986
C  -0.8059  2.7542  1.2859
C  0.2101  3.0378  2.1970
C  -0.0096  3.8956  3.2639
C  -1.2515  4.4846  3.4439
C  -2.2793  4.1969  2.5564
C  -2.0637  3.3375  1.4917
C  -3.7691  -0.8164  -0.9928
C  -4.3925  -1.0726  -2.2090
C  -5.6998  -1.5406  -2.2377
C  -6.4046  -1.7315  -1.0607
C  -5.7920  -1.4520  0.1528
C  -4.4815  -1.0040  0.1900
P  0.0119  -1.3480  -1.2584
C  0.9352  -2.0642  -2.6394
C  2.0226  -2.9062  -2.3946
C  2.7856  -3.3839  -3.4464
C  2.4788  -3.0192  -4.7521
C  1.4017  -2.1837  -5.0033
C  0.6316  -1.7045  -3.9513
C  -0.7049  -2.7932  -0.3988
C  -1.3878  -2.6321  0.8093
C  -2.0255  -3.7041  1.4104
C  -2.0029  -4.9565  0.8101
C  -1.3458  -5.1242  -0.3975
C  -0.7005  -4.0523  -1.0012
H  -1.3262  0.1924  -2.6811
H  -1.9414  -1.4631  -2.6174
H  -2.5522  0.7574  0.8240
H  -2.8471  1.6819  -0.6506
H  -1.6068  4.3219  -0.7813
H  -1.6244  5.6471  -2.8306
H  -0.4953  4.8175  -4.8703
H  0.6400  2.6161  -4.8366
H  0.6409  1.2621  -2.7963
H  1.1812  2.5745  2.1000
H  0.7977  4.1013  3.9547
H  -1.4209  5.1598  4.2719
H  -3.2561  4.6423  2.6893
H  -2.8926  3.1463  0.8248
H  -3.8739  -0.8999  -3.1438
H  -6.1706  -1.7425  -3.1906
H  -7.4241  -2.0904  -1.0871
H  -6.3340  -1.5947  1.0786
H  -4.0112  -0.8134  1.1469
H  2.2684  -3.2032  -1.3820
H  3.6205  -4.0432  -3.2494
H  3.0791  -3.3895  -5.5722
H  1.1562  -1.9040  -6.0189
H  -0.2013  -1.0492  -4.1718
H  -1.4399  -1.6602  1.2768
H  -2.5605  -3.5561  2.3408
H  -2.5057  -5.7933  1.2773
H  -1.3400  -6.0901  -0.8849
H  -0.2147  -4.2101  -1.9531
Cl  3.4837  1.7173  -2.2709
C  2.6321  0.2577  -1.6906
H  3.3978  -0.3280  -1.1402
H  2.3848  -0.2970  -2.5856
N  2.1520  3.6993  -0.3383
C  2.9037  2.9825  0.5130
N  2.7613  1.6912  0.7368
C  3.7315  1.2434  1.6512
C  3.9823  -0.0725  2.0118
C  4.9663  -0.3450  2.9463
C  5.7143  0.6823  3.5184
C  5.5046  1.9963  3.1381
C  4.5185  2.2553  2.1980
S  4.1006  3.7827  1.4738
H  1.8304  3.2296  -1.1729
H  2.3934  4.6690  -0.4701
H  3.4457  -0.8855  1.5453
H  5.1676  -1.3718  3.2214
H  6.4828  0.4515  4.2429
H  6.1041  2.7976  3.5488
C  0.0561  -0.0493  5.2623
S  -0.4454  -1.7735  5.0491
C  0.4858  -2.3972  3.7452
C  0.9335  -1.7741  2.5698
S  0.5533  -0.1715  2.1820
S  1.8301  -2.8010  1.5094
C  1.5207  -4.3192  2.3130
S  1.9460  -5.7476  1.7033
S  0.7881  -4.0865  3.8799
H  -0.2307  0.1750  6.2887
H  -0.4633  0.6140  4.5777
H  1.1344  0.0469  5.1614

---

Below is a molecular structure, C44H40N8ScSi, with properties calculated with ωB97M-V/def2-TZVPD.

Output
net charge: -1
relative energy (zero: lowest compared OMol25 entry of this formula, charge and spin): 11.174 eV
strongest force on any atom: 13.95 eV/Å
highest occupied orbital energy (alpha / beta): -3.610 / -3.611 eV

Atoms and positions in Å:
Sc  -1.6232  0.1754  -3.3193
C  -4.2188  5.4187  -3.3057
C  -4.5941  4.9626  -4.5286
N  -4.2366  3.8520  -5.1669
C  -3.2239  3.0464  -4.2119
C  -3.0089  3.4024  -2.8183
C  -3.3998  4.4700  -2.3549
C  -7.6764  1.7654  -3.1983
C  -7.4546  0.7729  -2.5204
C  -3.4943  0.6012  -3.9646
C  -2.7735  1.6947  -4.2539
N  -1.4057  1.3351  -4.9806
C  -0.4345  2.3943  -4.4887
C  -0.2087  3.3108  -5.5478
C  0.0981  4.6699  -5.0444
C  0.6527  4.9399  -3.7117
C  0.5278  3.9177  -2.7593
C  0.6258  4.1271  -1.2857
C  -0.0459  3.1899  -0.3555
C  -0.7291  2.0119  -0.9617
N  -0.5136  1.6668  -2.2720
C  -0.0900  2.7195  -3.1894
H  -4.3605  6.5144  -2.9854
H  -5.5087  5.5648  -4.9423
H  -3.5067  5.0782  -1.2921
H  -6.8102  2.1672  -3.7309
H  -7.5264  0.1515  -1.7140
H  -4.4050  0.4195  -3.4116
H  -0.2921  3.5378  -6.6167
H  -0.0017  5.5067  -5.8186
H  1.0413  5.9175  -3.6825
H  0.9330  5.0672  -0.8994
H  -0.1781  3.5987  0.6104
H  1.9823  -1.4796  -4.2564
C  2.2263  2.5809  2.3521
C  2.8576  2.0866  1.1803
C  2.8160  0.7797  0.8287
C  2.2586  -0.2225  1.6331
C  1.5145  0.3519  2.7163
C  1.5112  1.6981  3.1396
N  2.3187  -1.5983  1.5564
C  3.4006  -2.3748  1.2400
C  4.6710  -1.7442  1.2875
C  5.7212  -2.6818  1.1422
C  5.6038  -3.9412  0.7222
C  4.2768  -4.4659  0.6560
C  3.1264  -3.8798  1.0810
N  2.2669  -4.6260  0.3001
N  1.1352  -4.4592  -0.0783
C  0.7747  -5.4147  -0.9955
C  1.5774  -6.1247  -2.0339
C  1.0764  -6.5926  -3.2648
C  -0.3447  -6.3763  -3.4490
C  -1.1040  -5.9290  -2.3720
N  -0.5979  -5.6165  -1.0612
H  2.6078  3.5422  2.4765
H  3.3385  2.8138  0.4456
H  3.1790  0.6459  -0.1882
H  0.8211  -0.2430  3.3535
H  1.1650  1.9626  4.1468
H  4.7634  -0.8136  2.0152
H  6.8435  -2.3188  1.2149
H  6.3806  -4.6375  0.6160
H  4.0283  -5.5115  0.2909
H  2.6165  -5.9709  -1.8080
H  1.6130  -7.0482  -4.0429
H  -0.8629  -6.4113  -4.3414
H  -2.2857  -5.7267  -2.5216
H  0.4183  -2.1766  4.0885
C  3.2636  -1.3187  4.8553
Si  1.5185  -2.1663  5.0595
C  0.5538  -2.0560  6.6380
C  1.8301  -3.9821  5.0581
N  -1.4187  1.2012  -0.1706
C  -1.8620  1.3208  1.1233
C  -1.7907  0.2168  2.0028
C  -2.6916  0.1600  3.0089
C  -3.2470  1.3957  3.5913
C  -2.9407  2.5579  2.8392
C  -2.3955  2.5101  1.5775
H  3.8334  -1.7989  5.6159
H  2.8030  -0.4015  4.9466
H  3.6519  -1.4688  3.8108
H  1.1111  -1.8977  7.6096
H  0.0237  -2.9581  6.8519
H  -0.0295  -1.0630  6.6299
H  2.5275  -4.0418  5.9579
H  2.2631  -4.5518  4.1594
H  0.9679  -4.4469  5.5835
H  -1.3889  -0.7554  1.6408
H  -2.8317  -0.8135  3.5297
H  -3.8762  1.3432  4.5330
H  -3.3743  3.5256  3.1567
H  -2.3536  3.4448  1.0436

---

Below is a molecular structure, C44H41Cl2FNO2PbS2Si, with properties calculated with ωB97M-V/def2-TZVPD.

Output
net charge: +3
strongest force on any atom: 0.87 eV/Å
highest occupied orbital energy (alpha / beta): -14.965 / -14.979 eV

Atoms and positions in Å:
Pb  -0.0361  -2.1773  -1.0890
Cl  1.8789  -1.3199  0.1841
C  1.0258  -3.7830  2.6640
Cl  -0.2907  -3.9499  1.3976
H  1.4972  -2.8293  2.4426
H  0.4804  -3.7221  3.6012
C  -0.2021  4.2004  7.7129
C  0.0072  3.7180  6.3080
C  -0.9627  3.9353  5.3250
C  -0.7607  3.5224  4.0219
C  0.4262  2.8772  3.6957
C  1.4156  2.6658  4.6458
C  1.1896  3.0746  5.9496
S  0.7283  2.3948  2.0260
O  0.0313  3.3725  1.1059
C  -0.3297  0.9544  1.9220
C  -0.0032  -0.1672  2.7170
C  -0.8260  -1.2474  2.7231
C  -1.9859  -1.2861  1.9048
C  -2.8394  -2.4173  1.8989
C  -3.9282  -2.4659  1.0773
C  -4.1994  -1.3914  0.2024
C  -3.4016  -0.2819  0.1951
C  -2.2900  -0.1840  1.0724
C  -1.4389  0.9734  1.1149
C  -1.8114  2.1391  0.2566
C  -2.9382  2.9477  0.5738
C  -3.6135  2.8232  1.7929
C  -4.6751  3.6673  2.0998
C  -5.0894  4.6442  1.2006
C  -4.4376  4.7895  -0.0136
C  -3.3546  3.9547  -0.3435
C  -2.6664  4.1152  -1.5553
C  -1.5666  3.3083  -1.8758
C  -1.1716  2.3362  -0.9962
S  0.2176  1.2496  -1.2681
O  -0.4866  -0.0434  -1.7123
C  0.9656  1.9312  -2.7034
C  2.0034  2.8358  -2.5070
C  2.5998  3.4115  -3.6145
C  2.1861  3.0883  -4.9077
C  2.8567  3.7120  -6.0951
C  1.1491  2.1664  -5.0695
C  0.5326  1.5806  -3.9761
H  -1.1985  4.6154  7.8467
H  0.5250  4.9763  7.9567
H  -0.0674  3.3910  8.4306
H  -1.8809  4.4438  5.5902
H  -1.4954  3.7243  3.2544
H  2.3561  2.2034  4.3728
H  1.9546  2.9138  6.6985
H  0.8812  -0.1365  3.3412
H  -0.6112  -2.0974  3.3586
H  -2.6142  -3.2411  2.5650
H  -4.5874  -3.3230  1.0928
H  -5.0463  -1.4493  -0.4678
H  -3.6232  0.5250  -0.4905
H  -3.3073  2.0686  2.5057
H  -5.1813  3.5617  3.0497
H  -5.9206  5.2907  1.4459
H  -4.7535  5.5498  -0.7161
H  -2.9974  4.8668  -2.2607
H  -1.0497  3.4564  -2.8138
H  2.3283  3.0957  -1.5066
H  3.4044  4.1221  -3.4743
H  2.9632  4.7882  -5.9644
H  2.2986  3.5325  -7.0115
H  3.8600  3.3010  -6.2208
H  0.8082  1.9247  -6.0689
H  -0.2801  0.8770  -4.1002
C  1.9700  -4.9513  2.5998
Si  2.0798  -5.5952  -1.2624
C  3.8530  -5.8104  -0.9287
C  0.8049  -6.7269  -0.6473
N  1.6690  -4.2795  -2.2164
C  1.9893  -4.0621  -3.4835
C  2.3069  -5.0875  -4.4396
C  2.6168  -4.7846  -5.7310
C  2.6353  -3.4412  -6.1608
C  2.3367  -2.3973  -5.2874
C  2.0189  -2.7147  -4.0012
F  1.7154  -1.7470  -3.1292
H  2.6632  -4.8927  3.4402
H  1.4435  -5.9019  2.6628
H  2.5732  -4.9225  1.6886
H  4.0121  -6.5431  -0.1368
H  4.3236  -4.8622  -0.6615
H  4.3477  -6.1696  -1.8381
H  1.1702  -7.3097  0.1981
H  0.5700  -7.4208  -1.4645
H  -0.1163  -6.2141  -0.3743
H  2.2768  -6.1225  -4.1153
H  2.8482  -5.5676  -6.4391
H  2.8830  -3.2169  -7.1894
H  2.3581  -1.3629  -5.6015

---

Below is a molecular structure, C44H41F9N5OPRbS4, with properties calculated with ωB97M-V/def2-TZVPD.

Output
net charge: -1
relative energy (zero: lowest compared OMol25 entry of this formula, charge and spin): 0.150 eV
strongest force on any atom: 2.99 eV/Å
highest occupied orbital energy: -3.770 eV

Atoms and positions in Å:
Rb  -0.3649  2.4708  0.8598
C  -3.0968  0.2730  0.0050
C  -2.0343  -0.8668  0.1464
C  -2.0799  -1.7529  -1.0452
C  -2.4275  -3.0535  -0.8601
C  -2.5060  -3.9061  -1.9965
C  -2.1210  -3.4034  -3.1882
C  -1.7921  -2.0518  -3.2962
N  -1.8283  -1.2318  -2.2193
N  -3.0583  1.4127  0.8947
C  -3.0568  0.9864  2.2688
C  -2.5159  2.0722  3.1524
C  -1.9787  1.6995  4.4084
C  -1.4181  2.6233  5.2142
C  -1.6681  3.9359  4.8642
C  -2.1976  4.2351  3.6367
N  -2.5591  3.3373  2.7662
C  -4.1142  2.3735  0.6955
C  -4.0164  2.9950  -0.6643
C  -5.0974  2.9190  -1.5535
C  -4.9715  3.3420  -2.8563
C  -3.7782  3.9508  -3.2211
C  -2.7271  3.9889  -2.3133
N  -2.8353  3.4378  -1.0640
H  -4.0537  -0.3060  0.0263
H  -3.0125  0.7075  -1.0120
H  -2.2845  -1.4646  1.0295
H  -1.0133  -0.5444  0.1577
H  -2.5976  -3.4930  0.1185
H  -2.7089  -4.9285  -1.8710
H  -2.1351  -3.8925  -4.1677
H  -1.4832  -1.6566  -4.2332
H  -2.5135  0.0627  2.4995
H  -4.0752  0.6722  2.5846
H  -1.8080  0.7086  4.6480
H  -0.8936  2.3965  6.1552
H  -1.3879  4.8133  5.4096
H  -2.3668  5.2472  3.2813
H  -4.0025  3.1590  1.4174
H  -5.0925  1.8976  0.7273
H  -5.9774  2.4045  -1.2104
H  -5.7989  3.2863  -3.5226
H  -3.6485  4.3954  -4.2239
H  -1.8098  4.4824  -2.6342
S  0.3933  -0.0820  2.7726
S  1.8764  0.9666  3.7782
S  1.8325  3.0017  3.1944
S  2.7154  3.1548  1.3459
F  4.3337  -5.8084  -5.2738
C  4.4539  -4.4921  -5.3667
F  3.8010  -4.1244  -6.5476
F  5.8050  -4.2387  -5.5672
C  3.7945  -3.8148  -4.2137
C  2.5735  -3.1871  -4.4239
C  1.8834  -2.7828  -3.2735
C  2.4915  -2.7907  -2.0066
C  3.7988  -3.2365  -1.8443
C  4.4195  -3.8534  -2.9789
P  1.5113  -1.9894  -0.6101
C  0.7427  -3.4699  0.1036
C  0.4376  -4.6104  -0.6312
C  -0.2752  -5.6739  -0.0254
C  -0.7532  -5.5120  1.2455
C  -0.6071  -4.3130  1.9626
C  0.2282  -3.3761  1.4091
C  -1.4495  -6.7118  1.8336
F  -2.3562  -7.2523  0.9786
F  -2.1398  -6.5358  2.9842
F  -0.5394  -7.7307  2.0526
C  2.8333  -1.6828  0.6345
C  3.2177  -2.7441  1.4553
C  4.2396  -2.5444  2.3450
C  4.8043  -1.2955  2.4617
C  4.3362  -0.2445  1.7553
C  3.3089  -0.3926  0.7946
C  6.0250  -1.1833  3.3409
F  6.9922  -2.0681  2.9154
F  5.7750  -1.5076  4.5833
F  6.5272  0.0468  3.3891
H  2.2193  -3.0245  -5.4144
H  0.8734  -2.4463  -3.4127
H  4.2710  -3.2451  -0.8861
H  5.4614  -4.1957  -2.8931
H  0.9029  -4.6800  -1.6278
H  -0.5374  -6.5701  -0.5941
H  -0.9698  -4.2308  2.9517
H  0.5105  -2.5615  1.9951
H  2.7555  -3.7061  1.3739
H  4.6754  -3.3954  2.8970
H  4.5727  0.7975  1.9866
H  2.9201  0.4761  0.2823
C  -1.1078  7.1428  -0.9546
N  0.1635  6.3947  -0.6887
C  0.4614  6.0044  0.7014
C  0.9019  5.9468  -1.7585
C  2.2205  5.2374  -1.4598
O  0.4758  6.1216  -2.9247
H  -1.1292  8.0085  -0.2686
H  -1.9329  6.4591  -0.6746
H  -1.1051  7.4350  -1.9686
H  1.0136  6.7270  1.2682
H  1.0802  5.1110  0.6478
H  -0.5050  5.7157  1.2088
H  2.8084  5.5044  -0.6232
H  2.8836  5.1498  -2.3330
H  1.9920  4.1677  -1.2174